1.
69
Properties=species:S:1:pos:R:3:mulliken_charge:R:1 method="wB97M-V/def2-TZVPD" charge=+1 energy_ha=-1616.2984
C 2.2082 4.7217 1.7340 -1.18
C 1.6160 5.3442 2.9958 -0.54
C 0.5302 6.3716 2.7579 -0.08
F 1.1165 7.5042 2.1735 -0.35
C -0.5700 6.0043 1.7763 -0.09
C -1.8080 6.9053 1.6673 -0.81
C -2.5661 6.1114 0.6058 -0.52
N -2.4025 4.7462 1.1866 -0.08
S -3.5277 3.4618 0.9960 -0.06
C -1.2826 4.6811 1.8696 0.56
O -0.9165 3.6369 2.5181 -0.44
N -0.5119 2.2614 1.5933 0.43
O -1.0683 1.3900 1.9354 -0.01
H 2.7775 5.4560 1.1656 0.32
H 2.8942 3.9211 2.0086 0.36
H 1.4578 4.2771 1.0744 0.25
H 1.2722 4.5828 3.6961 0.37
H 2.4148 5.8910 3.5031 0.43
H 0.0973 6.7134 3.7022 0.35
H -0.1074 5.9511 0.7768 0.40
H -2.3611 6.7510 2.5994 0.35
H -1.6514 7.9639 1.4907 0.40
H -3.6106 6.3840 0.4861 0.45
H -2.0051 6.1449 -0.3320 0.27
H -4.4284 4.2485 0.4102 0.19
C 2.6150 -4.9371 1.7842 -1.43
C 1.9353 -3.8953 2.6585 -0.32
N 2.4405 -2.5505 2.4339 0.20
C 2.0351 -1.5990 3.4469 -0.77
C 0.5382 -1.2810 3.5795 -0.63
C 2.3810 -2.0782 1.0625 -1.24
C 1.0123 -2.0495 0.3662 -0.24
H 3.6985 -4.8808 1.8906 0.34
H 2.2930 -5.9345 2.0830 0.43
H 2.3647 -4.8182 0.7294 0.27
H 2.1246 -4.1397 3.7066 0.48
H 0.8448 -3.9713 2.5159 0.24
H 2.5867 -0.6694 3.2760 0.38
H 2.3887 -1.9744 4.4112 0.39
H 0.1842 -0.6663 2.7522 -0.13
H 0.3619 -0.7235 4.5025 0.45
H -0.0722 -2.1826 3.6215 0.28
H 3.0502 -2.6976 0.4623 0.42
H 2.8250 -1.0792 1.0348 0.37
H 0.4540 -2.9741 0.5172 0.30
H 1.1512 -1.9234 -0.7094 0.23
H 0.3931 -1.2184 0.7072 -0.02
C 1.1739 -3.7266 -4.9406 -1.52
C 0.1674 -3.5314 -3.8177 0.07
N -0.8751 -2.5750 -4.1496 0.11
C -1.6549 -2.1521 -3.0053 -0.56
C -2.5037 -3.2013 -2.2738 -1.10
C -1.6225 -2.8593 -5.3648 -0.71
C -2.3416 -4.2099 -5.4699 -0.94
H 1.5818 -2.7682 -5.2636 0.34
H 1.9978 -4.3503 -4.5927 0.45
H 0.7342 -4.2233 -5.8054 0.32
H 0.6928 -3.1441 -2.9395 0.09
H -0.2326 -4.5160 -3.5273 0.26
H -2.3032 -1.3277 -3.3181 0.33
H -0.9569 -1.7186 -2.2794 0.30
H -3.3878 -3.4835 -2.8432 0.31
H -2.8515 -2.7933 -1.3218 0.41
H -1.9332 -4.1038 -2.0534 0.26
H -0.9336 -2.7754 -6.2079 0.39
H -2.3427 -2.0498 -5.5076 0.35
H -1.7001 -5.0368 -5.1627 0.25
H -2.6301 -4.3890 -6.5067 0.37
H -3.2514 -4.2456 -4.8724 0.26



2.
68
Properties=species:S:1:pos:R:3:mulliken_charge:R:1 method="wB97M-V/def2-TZVPD" de_lowest_ev=2.623 charge=+3 energy_ha=-2331.9925
La 1.2606 -0.2825 0.2699 1.23
P -1.3126 -0.1598 -1.3304 0.51
P -0.2035 -2.4374 1.7714 0.33
P 1.2011 -2.6927 -1.8184 0.40
H 3.2542 4.5971 -0.1156 0.28
C 3.3961 4.0434 -1.0454 -0.44
C 2.4518 4.0123 -1.9965 -0.51
H 1.5109 4.5665 -1.8899 0.28
C -2.2776 1.3505 -0.9385 -1.23
C -2.6706 -1.4034 -1.1855 -1.13
C -1.2540 0.0301 -3.1770 -1.25
C 0.9158 -3.0479 3.1053 -1.23
C -1.6395 -1.8113 2.7493 -1.04
C -0.8546 -4.0145 1.0878 -1.15
C 2.0599 -2.0811 -3.3234 -1.01
C -0.1347 -3.7101 -2.5660 -1.37
C 2.3639 -4.0440 -1.3025 -1.03
H 4.3333 3.4875 -1.1464 0.21
H 2.5674 3.4127 -2.9184 0.27
H -1.6243 2.2314 -0.9082 0.35
H -2.7844 1.2573 0.0306 0.30
H -3.0365 1.5023 -1.7186 0.48
H -2.9809 -1.4900 -0.1326 0.27
H -2.3461 -2.3919 -1.5423 0.20
H -3.5373 -1.0770 -1.7838 0.50
H -0.5043 0.7990 -3.4317 0.35
H -2.2470 0.3678 -3.5300 0.48
H -0.9870 -0.9140 -3.6851 0.31
H 0.4664 -3.8892 3.6562 0.43
H 1.1449 -2.2310 3.8069 0.41
H 1.8612 -3.3821 2.6494 0.38
H -2.0015 -2.5799 3.4471 0.45
H -2.4568 -1.5246 2.0713 0.29
H -1.3417 -0.9211 3.3223 0.26
H -1.1697 -4.6803 1.9038 0.55
H -0.0810 -4.5214 0.4905 0.24
H -1.7133 -3.8134 0.4293 0.28
H 2.3554 -2.9316 -3.9531 0.44
H 2.9479 -1.5152 -3.0149 0.20
H 1.3783 -1.4227 -3.8761 0.32
H 0.3125 -4.4841 -3.2051 0.50
H -0.7997 -3.0829 -3.1723 0.38
H -0.7253 -4.1968 -1.7785 0.30
H 2.5533 -4.7156 -2.1576 0.46
H 1.9127 -4.6169 -0.4756 0.32
H 3.2988 -3.5743 -0.9587 0.24
C 5.2446 -0.6478 -0.7315 0.94
C 6.3570 -1.4129 -0.2852 -0.51
C 7.5896 -1.1813 -0.8743 -0.63
C 7.7068 -0.1864 -1.8702 -0.34
C 6.6317 0.6488 -2.2294 -0.60
C 5.3798 0.3965 -1.6789 -0.39
S 3.7371 -0.9276 -0.0240 0.01
H 1.0715 1.4214 -0.6922 0.06
H 6.2014 -2.1382 0.5181 0.44
H 8.4696 -1.7450 -0.5444 0.41
H 8.6789 -0.0177 -2.3365 0.43
H 6.7489 1.4989 -2.9161 0.42
H 4.5045 1.0060 -1.9280 0.43
C -1.5032 2.1742 2.8323 -0.86
C -0.3563 2.5392 1.9198 0.67
N -0.0436 3.8454 1.7680 -0.34
O 0.2945 1.6243 1.3055 -0.21
H -2.1910 3.0219 3.0345 0.42
H -1.1029 1.8243 3.8139 0.33
H -2.0944 1.3404 2.3864 0.07
H 0.6786 4.0587 1.0700 0.19
H -0.4787 4.5635 2.3591 0.25



3.
69
Properties=species:S:1:pos:R:3:mulliken_charge:R:1 method="wB97M-V/def2-TZVPD" de_lowest_ev=2.140 charge=+3 s2=6.037 spin_multiplicity=5 energy_ha=-2486.1279
Rh -0.2097 -0.4548 -0.0845 -0.30
P -1.6647 -1.1141 1.5395 0.73
P 1.5150 -0.3198 1.4132 1.46
P 0.2751 -2.5352 -1.0293 0.99
H -0.3175 2.4069 0.7213 0.06
C -0.4489 1.8613 -0.2199 -0.16
C -1.6916 1.3032 -0.6005 -0.50
H -2.5346 1.2996 0.0928 0.37
C -2.4009 0.2372 2.5190 -0.94
C -1.1512 -2.3618 2.7814 -1.15
C -3.0771 -1.9235 0.7045 -1.15
C 2.7133 0.9084 0.8412 -1.33
C 1.2105 0.2187 3.1211 -1.10
C 2.4541 -1.8570 1.6762 -1.40
C -0.9339 -2.8566 -2.3406 -1.02
C 0.0420 -4.0149 0.0500 -1.59
C 1.9832 -2.8197 -1.6719 -1.55
H 0.2419 2.1200 -1.0206 0.36
H -1.9253 1.2514 -1.6581 0.20
H -2.8873 0.9588 1.8638 0.39
H -1.6559 0.7992 3.0982 0.01
H -3.1662 -0.1822 3.1882 0.52
H -0.3883 -1.9780 3.4663 0.30
H -0.7430 -3.2550 2.3039 0.31
H -2.0426 -2.6552 3.3585 0.50
H -3.4344 -1.2840 -0.1073 0.33
H -3.8890 -2.0821 1.4295 0.49
H -2.7824 -2.8867 0.2722 0.28
H 3.6633 0.7497 1.3692 0.49
H 2.3162 1.9023 1.0765 0.29
H 2.8610 0.8338 -0.2414 0.29
H 2.0187 -0.1596 3.7626 0.59
H 0.2456 -0.1039 3.5133 0.26
H 1.1771 1.3204 3.1309 0.11
H 3.2071 -1.6439 2.4482 0.58
H 2.9513 -2.1812 0.7551 0.33
H 1.8041 -2.6621 2.0395 0.25
H -0.5039 -3.4781 -3.1271 0.46
H -1.2680 -1.9221 -2.7946 0.27
H -1.7936 -3.3923 -1.9242 0.40
H 0.2007 -4.9231 -0.5526 0.54
H -0.9802 -4.0508 0.4485 0.40
H 0.7783 -4.0163 0.8673 0.38
H 1.9458 -3.1069 -2.7280 0.42
H 2.4616 -3.6242 -1.0980 0.51
H 2.6118 -1.9266 -1.6044 0.42
C 0.9524 0.4163 -4.5007 1.02
C 2.1504 0.4315 -5.2664 -0.58
C 2.1221 0.7261 -6.6217 -0.63
C 0.9271 1.0191 -7.2850 -0.43
C -0.2533 0.9901 -6.5383 -0.57
C -0.2618 0.6804 -5.1726 -0.35
S 1.1461 0.0498 -2.8344 0.00
H -0.0923 0.1590 -1.6415 0.43
H 3.0976 0.2461 -4.7611 0.41
H 3.0459 0.7329 -7.1896 0.41
H 0.9037 1.2587 -8.3442 0.45
H -1.1942 1.2150 -7.0236 0.42
H -1.1718 0.6650 -4.5862 0.35
N -1.1647 5.1726 4.8594 -0.22
C -0.8414 4.8028 3.4626 -0.66
C -0.3582 3.3665 3.6244 0.74
O -0.6827 2.7934 4.7048 -0.77
O 0.3060 2.9102 2.6582 -0.75
H -1.2733 4.2346 5.3433 0.33
H -1.9862 5.7767 4.9041 0.34
H -0.3682 5.6811 5.2535 0.35
H -1.7398 4.8351 2.8436 0.28
H -0.0505 5.4380 3.0624 0.33



4.
77
Properties=species:S:1:pos:R:3:mulliken_charge:R:1 method="wB97M-V/def2-TZVPD" charge=-1 energy_ha=-2545.5988
C -4.8933 0.5953 -2.6954 -0.72
C -4.3101 1.9376 -2.2911 -0.33
C -2.6658 2.0011 -2.2260 0.49
C -2.3162 3.1679 -3.3221 -0.86
I -0.3864 4.1856 -2.9807 -0.09
C -2.2623 2.6272 -4.8920 -0.15
C -3.7345 2.4775 -5.5972 -0.78
O -1.8698 0.8136 -2.5726 -0.10
B -0.7857 0.5582 -1.6048 1.01
C 0.7869 0.7655 -2.0385 -0.64
C -0.9696 -1.0386 -1.2586 -0.04
C -0.8041 -1.9636 -2.6385 0.66
C -2.2530 -2.2800 -3.3718 -0.73
F -0.2263 -3.2735 -2.2174 -0.44
O -1.0150 1.5816 -0.5666 -0.59
C -2.3362 2.2246 -0.6361 0.04
C -3.2455 1.1862 0.3009 -0.63
C -2.4995 0.7285 1.6871 -0.27
O -2.2511 -0.7507 1.7152 -0.54
P -2.6381 3.9188 0.1894 0.79
O -3.7241 4.6887 -0.7190 -0.74
O -3.3552 3.8298 1.7910 -0.51
O -1.2323 4.9368 0.3306 -0.51
H -4.3347 0.0564 -3.5988 0.01
H -5.8149 0.1143 -2.1549 0.22
H -5.0135 2.8633 -2.0893 0.31
H -3.1635 4.0091 -3.3195 0.48
H -1.6333 1.6499 -5.0337 0.04
H -1.6819 3.4797 -5.4919 0.41
H -3.7095 2.6890 -6.7706 0.30
H -4.5528 3.1195 -5.0464 0.21
H -4.0681 1.3426 -5.4444 0.13
H 1.3644 -0.2098 -1.6881 0.00
H 0.8298 0.8248 -3.2064 0.04
H 1.2187 1.6971 -1.4774 0.05
H -2.0256 -1.3286 -0.8198 0.29
H -0.0925 -1.3421 -0.5092 -0.55
H -0.1174 -1.4677 -3.4460 0.12
H -2.3849 -1.6774 -4.3943 0.09
H -3.1876 -1.9739 -2.7149 0.09
H -2.2310 -3.4135 -3.6725 0.34
H -3.5097 0.1783 -0.2799 0.20
H -4.2890 1.6737 0.5974 0.60
H -3.2882 0.9120 2.5641 0.19
H -1.5529 1.3543 1.9762 0.18
H -1.2852 -0.9372 1.9183 0.26
H -2.9823 4.6427 2.2843 0.31
H -1.5030 5.8012 -0.1429 0.35
O 1.9384 -0.4341 2.9567 -0.71
P 3.2730 -1.1177 3.3430 0.79
N 3.6948 -1.3418 1.7161 0.44
C 3.8886 -2.5754 0.9877 -1.09
C 4.0192 -0.1572 0.9356 -1.11
N 2.4861 -2.5402 3.9387 0.10
C 2.7388 -3.9021 3.4886 -1.03
C 1.0554 -2.4329 4.2672 -0.94
N 4.8071 -1.9035 3.7871 -0.05
C 5.0029 -1.7215 5.2476 -1.17
C 6.0700 -1.4545 3.1779 -1.07
H 4.5001 -3.3025 1.5330 0.35
H 4.4138 -2.4339 0.0380 0.47
H 2.9276 -3.0367 0.7442 0.12
H 4.9881 0.2555 1.2416 0.24
H 3.2686 0.6278 1.0737 0.30
H 4.0709 -0.3463 -0.1442 0.39
H 2.2461 -4.1142 2.5359 0.31
H 2.3534 -4.6280 4.2180 0.39
H 3.8014 -4.1377 3.4062 0.27
H 0.4377 -2.4230 3.3628 0.26
H 0.8537 -1.5272 4.8499 0.28
H 0.7213 -3.2687 4.8947 0.32
H 5.1188 -0.6588 5.4918 0.37
H 5.8875 -2.2621 5.6041 0.39
H 4.1529 -2.0994 5.8227 0.33
H 6.2219 -0.3771 3.3147 0.37
H 6.1358 -1.6813 2.1169 0.31
H 6.9222 -1.9813 3.6249 0.36



5.
69
Properties=species:S:1:pos:R:3:mulliken_charge:R:1 method="wB97M-V/def2-TZVPD" de_lowest_ev=0.000 charge=+3 s2=0.751 spin_multiplicity=2 energy_ha=-2796.6485
Ce 0.1169 0.3888 0.2642 0.43
P 1.9567 1.2049 -1.5748 1.18
P -1.7006 0.7189 -2.3444 0.89
P 0.4032 -0.1947 3.2755 0.87
H -2.5845 -2.5587 -1.1611 0.19
C -2.7966 -2.7813 -0.1014 -0.44
C -3.4583 -1.9242 0.7062 -0.56
H -4.0588 -1.0913 0.3003 0.26
C 2.7335 -0.0905 -2.6182 -1.22
C 1.9161 2.6826 -2.6117 -1.30
C 3.3683 1.4474 -0.4417 -1.59
C -3.5041 0.2975 -2.2995 -1.22
C -1.8230 2.4766 -2.8989 -1.22
C -1.2496 -0.0095 -3.9674 -1.46
C -1.0736 -0.8022 4.2172 -0.95
C 0.8263 1.2208 4.3900 -1.25
C 1.6882 -1.3858 3.8811 -1.30
H -2.3343 -3.7084 0.2634 0.31
H -3.4629 -2.0185 1.8034 0.34
H 3.5807 -0.5529 -2.0830 0.52
H 3.0727 0.3200 -3.5862 0.49
H 2.0034 -0.8756 -2.8347 0.05
H 2.9416 3.0081 -2.8288 0.48
H 1.4025 3.4630 -2.0303 0.31
H 1.3350 2.4957 -3.5262 0.39
H 4.2468 1.7579 -1.0205 0.45
H 3.5680 0.5024 0.0883 0.49
H 3.0976 2.2249 0.2828 0.49
H -3.9199 0.1741 -3.3132 0.45
H -4.0589 1.1106 -1.8088 0.37
H -3.6645 -0.6286 -1.7245 0.21
H -2.0836 2.5197 -3.9669 0.44
H -0.8485 2.9628 -2.7679 0.21
H -2.5711 3.0397 -2.3228 0.46
H -2.0249 0.1835 -4.7228 0.52
H -1.1273 -1.0953 -3.8653 0.43
H -0.2986 0.4064 -4.3261 0.35
H -0.7986 -1.5710 4.9635 0.40
H -1.8014 -1.2108 3.4973 0.08
H -1.5101 0.0753 4.7283 0.39
H 1.4239 0.9255 5.2647 0.37
H -0.1276 1.6704 4.7146 0.39
H 1.3889 1.9702 3.8215 0.36
H 1.4844 -1.7221 4.9225 0.44
H 2.6128 -0.7724 3.8322 0.40
H 1.7417 -2.2613 3.1998 0.35
C 1.2738 -2.9904 -0.3547 0.99
C 2.2034 -3.1942 -1.3863 -0.53
C 3.1081 -4.2455 -1.2030 -0.83
C 2.9515 -5.1431 -0.1350 -0.71
C 1.9841 -4.9280 0.8438 -0.67
C 1.1255 -3.8119 0.7694 -0.52
O 0.3984 -1.8537 -0.4728 0.13
H 0.2332 -1.6944 -1.4241 0.09
H 2.2143 -2.6208 -2.3068 0.56
H 3.8716 -4.3555 -1.9628 0.46
H 3.6409 -5.9968 -0.0877 0.41
H 1.8381 -5.6234 1.6740 0.44
H 0.2532 -3.6845 1.4145 0.61
C -3.0245 3.4875 2.0045 -1.11
S -2.1562 3.2126 0.4563 0.55
C -0.9272 4.5167 0.6715 -0.90
O -1.2958 1.9236 0.7809 -0.42
H -3.7040 4.3344 1.8570 0.43
H -2.3389 3.7182 2.8294 0.37
H -3.6318 2.6074 2.2335 0.40
H -0.7467 4.6663 1.7369 0.39
H -0.0178 4.2290 0.1453 0.17
H -1.2813 5.4538 0.2462 0.45



6.
68
Properties=species:S:1:pos:R:3:mulliken_charge:R:1 method="wB97M-V/def2-TZVPD" charge=+3 s2=4.115 spin_multiplicity=4 energy_ha=-3613.5514
Cr 0.0417 0.0674 -1.3550 -0.65
P -1.3842 1.9793 -0.6450 1.15
P -1.5413 -1.4144 0.4942 1.02
P 1.9353 1.8238 -1.6315 1.42
H -0.8669 -3.1784 -1.5913 0.25
C -0.0558 -2.5636 -2.0373 -0.46
C 1.1187 -2.1587 -1.3768 -0.30
H 1.4434 -2.4947 -0.3759 0.57
C -2.4112 1.9317 -2.1508 -1.20
C -2.6071 2.0229 0.7323 -1.29
C -0.8468 3.7294 -0.5655 -1.32
C -1.3451 -3.1743 1.0480 -1.38
C -2.0538 -0.9276 2.1968 -1.61
C -3.1917 -1.4804 -0.3230 -1.34
C 3.5107 0.9809 -1.8613 -1.36
C 2.4251 3.0108 -0.3207 -1.43
C 1.8339 2.8633 -3.1321 -1.27
H -0.0377 -2.5157 -3.1721 0.02
H 1.9950 -1.8299 -1.9851 0.17
H -3.1186 2.7712 -2.1215 0.50
H -2.9481 0.9738 -2.1989 0.29
H -1.7410 2.0202 -3.0173 0.31
H -3.2190 2.9393 0.6710 0.57
H -2.0746 2.0431 1.6961 0.39
H -3.2768 1.1538 0.7014 0.31
H -1.7273 4.3837 -0.4747 0.58
H -0.2886 4.0026 -1.4688 0.41
H -0.2134 3.9010 0.3136 0.35
H -2.2670 -3.4275 1.6195 0.53
H -0.4926 -3.2527 1.7432 0.36
H -1.1950 -3.8597 0.1985 0.47
H -2.8934 -1.5856 2.4625 0.54
H -2.4038 0.0980 2.2850 0.30
H -1.2425 -1.0848 2.9166 0.49
H -3.7687 -2.3291 0.0702 0.47
H -3.0586 -1.6034 -1.4010 0.34
H -3.7415 -0.5509 -0.1504 0.42
H 4.1741 1.6896 -2.3639 0.56
H 3.3866 0.0868 -2.4718 0.35
H 3.9128 0.7049 -0.8827 0.38
H 3.3696 3.4693 -0.6447 0.47
H 2.5911 2.5231 0.6505 0.34
H 1.6801 3.7912 -0.1645 0.39
H 2.6354 2.5053 -3.8129 0.49
H 1.9847 3.9364 -2.8681 0.48
H 0.8384 2.7439 -3.5995 0.31
C 1.0479 -1.3118 -5.5153 0.48
C 0.5341 -0.6762 -6.6749 -0.57
C 0.9834 -1.0499 -7.9477 -0.57
C 1.9038 -2.0926 -8.1247 -0.40
C 2.2837 -2.8244 -6.9988 -0.63
C 1.8596 -2.4656 -5.6961 -0.19
S 0.8316 -0.4285 -3.9620 -0.15
H -0.4688 -0.1298 -3.3395 0.23
H -0.1408 0.1796 -6.5689 0.36
H 0.6634 -0.4896 -8.8306 0.38
H 2.3756 -2.3268 -9.1123 0.40
H 2.9599 -3.6711 -7.1684 0.38
H 2.1758 -2.9909 -4.7938 0.36
C 1.8386 -1.4363 2.1848 -1.06
S 1.5609 -0.0061 1.0649 0.33
C 0.8585 1.1666 2.2802 -0.97
H 1.7946 -2.3551 1.5991 0.35
H 1.1095 -1.4634 3.0097 0.36
H 2.8616 -1.2775 2.5728 0.46
H -0.0354 0.7641 2.7758 0.36
H 1.6516 1.3672 3.0224 0.55
H 0.6021 2.1145 1.8055 0.10